The following is a DFT calculation (ωB97M-V/def2-TZVPD) of C37H35N5O6STi as an isolated structure at a distorted geometry.

lowest unoccupied orbital energy (alpha / beta) = 0.157 / 0.157 hartree
energy above the lowest of the compared OMol25 structures with the same formula, charge and spin = 0.0 kJ/mol
net charge = -2
multiplicity = 1
Kohn-Sham gap (alpha / beta) = 3.079 / 3.079 eV
HOMO energy (alpha / beta) = 1.18 / 1.18 eV

Atoms and positions in Å:
1 Ti -0.306 -0.369 1.446
2 S 0.477 0.861 -1.430
3 O -3.653 -2.751 2.230
4 O 0.097 -0.339 -0.612
5 O 1.007 0.777 4.986
6 O -2.070 -1.225 1.894
7 O 0.082 -0.442 3.335
8 O -1.432 -2.795 -0.683
9 N 0.124 -2.646 0.987
10 N 1.867 -2.674 2.460
11 N 1.863 -0.047 1.573
12 N -0.820 1.300 1.334
13 N -1.427 -4.438 0.885
14 C 1.220 0.098 -2.872
15 C 2.106 0.833 -3.635
16 C 4.970 0.107 -1.279
17 C 4.072 1.704 2.046
18 C -0.477 3.566 0.596
19 C 3.954 -0.800 -1.411
20 C 2.672 0.244 -4.761
21 C 0.893 -1.215 -3.177
22 C -2.694 -4.965 0.400
23 C -0.997 4.711 0.009
24 C 1.053 0.380 3.815
25 C -3.624 1.418 0.796
26 C -1.065 1.336 -2.214
27 C -2.768 -1.996 2.645
28 C -1.328 2.450 0.825
29 C -1.180 2.615 -2.730
30 C -3.416 2.072 -3.415
31 C 1.470 -1.793 -4.297
32 C -2.441 -1.943 4.125
33 C -3.176 3.729 -0.085
34 C -2.101 0.418 -2.259
35 C 4.995 0.944 -0.138
36 C 2.902 -0.007 0.672
37 C 4.020 0.907 0.848
38 C -0.926 -3.241 0.330
39 C 2.350 -1.062 -5.091
40 C 0.298 -4.512 2.508
41 C 3.113 1.501 3.025
42 C -2.701 2.559 0.492
43 C -2.369 2.980 -3.345
44 C 0.955 3.485 1.029
45 C -3.288 0.801 -2.867
46 C 2.927 -0.852 -0.436
47 C -2.340 4.808 -0.345
48 C 2.041 0.661 2.830
49 C -0.820 -5.008 1.952
50 C 0.774 -3.256 1.979
51 H 2.383 1.837 -3.335
52 H 3.383 0.802 -5.358
53 H -4.230 3.785 -0.344
54 H 0.222 -1.763 -2.524
55 H 3.906 -1.460 -2.272
56 H -4.351 2.366 -3.876
57 H -4.591 1.565 0.307
58 H 1.030 3.183 2.076
59 H -1.980 -0.555 -1.795
60 H -2.730 5.713 -0.798
61 H 1.237 -2.821 -4.545
62 H 5.753 0.178 -2.027
63 H -1.291 -5.911 2.323
64 H -0.375 3.329 -2.606
65 H 1.519 2.719 0.491
66 H -2.042 -0.973 4.412
67 H 3.157 2.017 3.979
68 H -3.324 -2.224 4.698
69 H 2.803 -1.525 -5.959
70 H -3.787 1.317 1.873
71 H -3.086 -4.257 -0.322
72 H -4.119 0.108 -2.895
73 H 4.908 2.379 2.196
74 H -2.543 -5.937 -0.078
75 H -0.330 5.553 -0.157
76 H -2.487 3.985 -3.731
77 H 0.783 -4.996 3.341
78 H 2.149 -2.904 3.399
79 H 2.132 -1.583 -0.531
80 H 1.460 4.444 0.887
81 H -3.210 0.457 0.487
82 H -1.650 -2.670 4.324
83 H 1.999 -1.662 2.162
84 H -3.394 -5.031 1.231
85 H 5.818 1.643 -0.006

Here are the Mulliken charges for atoms 1 to 4, given in e:
1 Ti -0.19
2 S 0.07
3 O -0.77
4 O 0.05